1.
Here is a single C5H10O2 molecule from the OMol25 dataset. Energies are from ωB97M-V with the def2-TZVPD basis set.

```
17
Properties=species:S:1:pos:R:3:nbo_charge:R:1
C 1.85 -0.90 0.09 -0.6256
C 0.69 -1.00 -0.87 -0.5442
C -1.00 -0.68 -0.49 0.6411
O -1.90 -0.99 -1.21 -0.5034
C -0.79 0.25 0.59 -0.0241
C -0.37 1.66 0.24 -0.6275
O -2.32 0.37 1.19 -0.7827
H 2.73 -1.41 -0.31 0.2265
H 2.14 0.14 0.26 0.2009
H 1.61 -1.35 1.06 0.2076
H 0.87 -0.43 -1.78 0.2179
H 0.56 -2.05 -1.17 0.2201
H -0.35 -0.19 1.48 0.2361
H -0.76 1.96 -0.73 0.2219
H -0.76 2.35 0.99 0.2526
H 0.72 1.76 0.20 0.2193
H -2.93 0.52 0.44 0.4636
```

Results
- Frontier orbital gap: 10.173 eV
- SMILES string: CCC(=O)[C@@H](C)O
- Lowest unoccupied orbital energy: 0.868 eV
- E_tot: -9440.1040 eV
- HOMO energy: -9.3050 eV


2.
Here is 2 unconnected molecules or ions with the total composition C5H9NO from the OMol25 dataset. Energies are from ωB97M-V with the def2-TZVPD basis set.

```
16
Properties=species:S:1:pos:R:3:nbo_charge:R:1
C -0.03 1.14 1.65 -0.6455
C -0.03 -0.05 0.77 0.1327
C -1.03 -0.91 0.39 -0.3045
C -0.49 -1.81 -0.57 -0.3030
C 0.83 -1.48 -0.74 -0.0939
N 1.09 -0.41 0.07 -0.5298
H 0.11 2.06 1.08 0.2327
H 0.75 1.09 2.41 0.2134
H -1.00 1.24 2.15 0.2296
H -2.04 -0.87 0.76 0.2194
H -0.98 -2.62 -1.07 0.2228
H 1.58 -1.95 -1.35 0.2150
H 1.99 0.03 0.21 0.4129
O -0.08 1.88 -1.89 -0.9455
H 0.28 1.03 -1.61 0.4744
H -0.95 1.65 -2.25 0.4693
```

Results
- Frontier orbital gap: 9.209 eV
- SMILES string: Cc1ccc[nH]1.O
- Lowest unoccupied orbital energy: 0.940 eV
- E_tot: -8868.5544 eV
- HOMO energy: -8.2693 eV


3.
Here is 8 unconnected molecules or ions with the total composition C48H92B2F8N8O8 from the OMol25 dataset. Energies are from ωB97M-V with the def2-TZVPD basis set.

```
166
Properties=species:S:1:pos:R:3:lowdin_charge:R:1
C -5.84 -4.28 -0.66 -0.0654
O -4.75 -3.46 -0.30 -0.1984
C -3.39 -3.86 -0.39 -0.2018
C -2.31 -2.77 -0.36 -0.0688
N -2.45 -1.73 -1.49 0.1056
H -3.27 -1.19 -1.24 0.1111
H -1.75 -1.02 -1.40 0.0872
C -2.67 -2.29 -2.96 0.0163
C -1.44 -3.06 -3.59 -0.1599
O -0.98 -4.14 -2.76 -0.1750
C 0.27 -4.56 -3.08 -0.1263
H -5.49 -5.02 -1.38 0.0930
H -6.66 -3.70 -1.07 0.1032
H -6.13 -4.79 0.26 0.0960
H -3.25 -4.44 -1.30 0.1140
H -3.16 -4.54 0.43 0.1296
H -1.34 -3.27 -0.42 0.1200
H -2.46 -2.21 0.56 0.1214
H -2.79 -1.34 -3.49 0.1294
H -3.53 -2.96 -2.92 0.1343
H -0.68 -2.32 -3.81 0.0977
H -1.68 -3.39 -4.60 0.1355
H 0.66 -4.38 -4.08 0.0956
H 0.35 -5.62 -2.83 0.1102
H 0.89 -4.07 -2.33 0.0625
C -0.74 -3.86 3.87 -0.1404
O 0.58 -3.67 4.20 -0.2312
C 1.31 -4.96 4.23 -0.1083
C 2.79 -4.64 4.45 -0.0462
N 3.29 -3.56 3.49 0.0699
H 2.49 -3.02 3.22 0.0934
H 3.92 -2.91 3.95 0.1643
C 4.05 -4.02 2.17 -0.0026
C 2.99 -4.31 1.05 -0.1692
O 2.11 -3.20 1.03 -0.1783
C 2.36 -2.33 -0.04 -0.1014
H -0.77 -4.28 2.86 0.0913
H -1.38 -2.99 3.72 0.0906
H -1.25 -4.57 4.51 0.1114
H 1.15 -5.52 3.30 0.1301
H 0.95 -5.58 5.04 0.1483
H 3.46 -5.50 4.36 0.1484
H 2.96 -4.12 5.40 0.1272
H 4.74 -4.81 2.47 0.1409
H 4.60 -3.11 1.91 0.1237
H 2.66 -5.32 1.28 0.1327
H 3.55 -4.48 0.14 0.1371
H 1.99 -2.75 -0.97 0.0810
H 3.34 -1.87 -0.18 0.0953
H 1.70 -1.48 0.15 0.0694
C 1.47 -2.59 -7.54 -0.0998
O 2.61 -2.94 -6.84 -0.2351
C 3.83 -2.49 -7.40 -0.1768
C 4.97 -2.49 -6.40 -0.0313
N 4.76 -1.61 -5.12 0.0979
H 5.42 -2.01 -4.47 0.1648
H 5.17 -0.71 -5.30 0.1646
C 3.39 -1.61 -4.37 -0.0437
C 3.56 -0.84 -3.07 -0.2003
O 3.95 0.48 -3.42 -0.2068
C 4.00 1.40 -2.30 -0.0629
H 1.45 -1.56 -7.90 0.0910
H 0.61 -2.84 -6.92 0.0918
H 1.50 -3.19 -8.45 0.1094
H 3.63 -1.46 -7.69 0.1244
H 3.95 -3.13 -8.28 0.1574
H 5.88 -2.15 -6.89 0.1463
H 5.23 -3.51 -6.09 0.1431
H 3.27 -2.69 -4.28 0.1400
H 2.61 -1.22 -5.01 0.1299
H 4.24 -1.30 -2.35 0.1287
H 2.57 -0.77 -2.63 0.1157
H 3.00 1.46 -1.88 0.0715
H 4.25 2.37 -2.71 0.0787
H 4.70 1.15 -1.50 0.1027
C 1.39 -0.59 2.83 -0.0639
O 1.50 -0.15 4.19 -0.1914
C 0.30 0.16 4.94 -0.1768
C 0.53 0.31 6.42 -0.0640
N 1.30 -0.90 6.95 0.0750
H 2.08 -1.07 6.33 0.1479
H 1.80 -0.64 7.79 0.1723
C 0.53 -2.23 7.08 -0.0204
C -0.22 -2.20 8.49 -0.1833
O 0.77 -2.01 9.47 -0.1878
C 0.18 -1.51 10.68 -0.0554
H 2.30 -1.11 2.53 0.0813
H 1.15 0.34 2.32 0.0638
H 0.52 -1.22 2.66 0.0925
H -0.47 -0.61 4.92 0.1159
H -0.14 1.05 4.48 0.1245
H -0.41 0.30 6.98 0.1391
H 1.06 1.21 6.72 0.1460
H 1.36 -2.93 7.06 0.1239
H -0.13 -2.35 6.22 0.1049
H -0.86 -3.08 8.60 0.1432
H -0.87 -1.32 8.51 0.1134
H -0.64 -2.17 10.96 0.1016
H -0.29 -0.53 10.61 0.0959
H 0.97 -1.58 11.43 0.1125
C 2.75 2.91 -5.33 0.0666
N 1.53 3.38 -4.62 -0.0755
C 1.35 4.68 -4.51 -0.0045
C 0.16 5.19 -3.96 0.0764
C -0.93 4.30 -3.63 -0.0962
C -0.67 2.96 -3.84 0.0398
C 0.58 2.48 -4.19 0.0509
C -2.21 4.75 -2.99 -0.1163
C -2.81 5.96 -3.45 0.0708
C -4.03 6.36 -2.93 0.0245
N -4.58 5.67 -1.90 -0.0554
C -3.96 4.58 -1.30 0.0789
C -2.80 4.02 -1.96 0.0617
C -5.99 6.00 -1.42 0.0714
H 2.43 2.05 -5.91 0.1118
H 3.39 2.60 -4.50 0.0702
H 3.10 3.69 -6.00 0.1246
H 2.06 5.40 -4.86 0.1603
H 0.13 6.22 -3.62 0.1306
H -1.44 2.22 -3.70 0.1407
H 0.66 1.41 -4.27 0.1503
H -2.51 6.46 -4.36 0.1432
H -4.70 7.14 -3.26 0.1629
H -4.49 4.04 -0.54 0.1242
H -2.49 3.02 -1.70 0.0953
H -6.30 5.40 -0.57 0.1039
H -6.72 5.75 -2.20 0.1236
H -6.01 7.09 -1.33 0.1135
C -5.39 2.54 2.87 0.0465
N -4.02 2.94 2.57 -0.0537
C -3.59 4.22 2.80 0.0418
C -2.35 4.63 2.39 0.0406
C -1.49 3.71 1.84 -0.1533
C -1.85 2.37 1.79 0.0515
C -3.15 1.98 2.11 0.0589
C -0.15 4.06 1.35 -0.0895
C 1.00 3.31 1.63 0.0664
C 2.24 3.79 1.26 0.0091
N 2.38 4.87 0.52 -0.0877
C 1.34 5.57 0.12 0.0104
C 0.04 5.20 0.50 0.0892
C 3.74 5.28 0.10 0.0717
H -5.33 1.67 3.53 0.1230
H -5.96 2.35 1.96 0.1134
H -5.95 3.36 3.32 0.1154
H -4.29 4.91 3.22 0.1592
H -2.00 5.64 2.53 0.1474
H -1.15 1.70 1.31 0.0990
H -3.50 0.96 2.10 0.1585
H 0.83 2.34 2.09 0.1050
H 3.08 3.14 1.46 0.1615
H 1.61 6.34 -0.59 0.1509
H -0.79 5.85 0.26 0.1275
H 4.05 4.60 -0.69 0.1077
H 4.43 5.27 0.95 0.1246
H 3.66 6.34 -0.16 0.1149
B -5.01 0.79 -1.51 -1.3555
F -3.78 0.90 -2.17 0.1018
F -4.97 1.39 -0.27 0.1234
F -6.07 1.29 -2.32 0.1050
F -5.19 -0.52 -1.31 0.1792
B -0.09 0.39 -0.75 -1.5339
F -0.08 -0.57 -1.69 0.1777
F -0.44 -0.28 0.38 0.1559
F 1.06 0.96 -0.43 0.2057
F -1.05 1.39 -1.01 0.1260
```

Results
- Frontier orbital gap: 5.293 eV
- Net charge: +6
- Lowest unoccupied orbital energy: -13.774 eV
- E_tot: -102605.6592 eV
- HOMO energy: -19.0669 eV


4.
Here is a molecular structure, C10H16N3S from the OMol25 dataset. Energies are from ωB97M-V with the def2-TZVPD basis set.

```
30
Properties=species:S:1:pos:R:3:nbo_charge:R:1
C 2.78 -1.80 0.92 -0.0710
C 1.67 -1.04 1.32 -0.2300
C 3.21 -1.72 -0.40 -0.2367
C 1.11 -0.20 0.36 0.2679
C 2.58 -1.02 -1.35 0.2364
C -3.15 -1.01 0.49 -0.8041
C -2.94 -0.42 3.22 -0.7146
C -0.18 0.58 0.67 0.1040
C -0.52 1.72 0.08 -0.4294
C 2.88 -0.86 -2.78 -0.2800
N 1.60 -0.17 -0.92 -0.4580
N -0.98 -0.05 1.62 -0.8921
N 1.56 -0.43 -3.42 -0.8716
S -2.54 -0.11 1.66 1.4711
H 3.37 -2.44 1.54 0.2479
H 1.01 -0.90 2.24 0.2999
H 3.76 -2.57 -0.75 0.2396
H -2.66 -0.96 -0.43 0.2393
H -4.19 -0.78 0.48 0.2322
H -2.50 0.28 3.84 0.2350
H -3.99 -0.76 3.49 0.2557
H -3.68 2.75 2.61 0.0330
H -1.58 2.17 0.14 0.2181
H 0.00 2.17 -0.72 0.2036
H 3.64 -0.10 -3.03 0.2533
H 3.19 -1.85 -3.23 0.2286
H 0.97 -1.25 -3.49 0.3864
H 1.69 0.14 -4.30 0.4141
H 1.16 0.23 -1.77 0.4732
H -3.57 1.97 2.62 -0.0517
```

Results
- Frontier orbital gap (spin up / spin down): 7.380 / 7.293 eV
- Net charge: +1
- Lowest unoccupied orbital energy (spin up / spin down): -4.229 / -4.192 eV
- E_tot: -25921.2461 eV
- HOMO energy (spin up / spin down): -11.6085 / -11.4854 eV


5.
Here is 2 unconnected molecules or ions with the total composition C39H41F4N3O2 from the OMol25 dataset. Energies are from ωB97M-V with the def2-TZVPD basis set.

```
89
Properties=species:S:1:pos:R:3:lowdin_charge:R:1
F -4.53 -2.48 2.28 0.1151
C -3.37 -3.18 2.35 -0.1021
C -3.38 -4.51 2.55 -0.1143
F -4.52 -5.22 2.65 0.1114
C -2.13 -5.26 2.70 -0.2554
O -2.08 -6.40 3.18 0.1297
C -0.94 -4.53 2.28 -0.1222
F 0.16 -5.29 2.03 0.0846
C -0.91 -3.19 2.22 -0.1156
F 0.27 -2.50 2.19 0.1019
C -2.13 -2.38 2.41 -0.3529
O -2.09 -1.33 3.11 0.0208
C 2.64 -2.57 -1.33 -0.0472
C 1.19 -2.96 -1.10 -0.3778
C 1.03 -4.41 -0.68 -0.0624
C 0.30 -2.58 -2.27 -0.1254
C 0.15 -3.41 -3.38 -0.0155
C -0.60 -2.98 -4.48 -0.0472
C -1.16 -1.71 -4.48 -0.0258
C -1.03 -0.86 -3.38 -0.1203
C -1.69 0.51 -3.38 -0.3831
C -3.19 0.40 -3.19 -0.0499
C -1.35 1.33 -4.63 -0.0689
C -0.34 -1.34 -2.26 -0.0774
N -0.20 -0.49 -1.08 0.0126
N 0.80 0.41 -1.03 0.2042
N 0.69 1.00 0.18 0.0278
C 1.52 2.14 0.53 -0.1025
C 1.05 3.43 0.26 -0.1144
C -0.20 3.63 -0.60 -0.3619
C 0.13 3.38 -2.06 -0.0595
C -0.87 4.99 -0.40 -0.0704
C 1.78 4.52 0.75 -0.0141
C 3.00 4.31 1.39 -0.0458
C 3.49 3.02 1.59 -0.0208
C 2.74 1.91 1.18 -0.1436
C 3.27 0.50 1.43 -0.3779
C 3.82 0.31 2.85 -0.0604
C 4.32 0.15 0.39 -0.0623
C -0.44 0.56 0.85 -0.0986
C -0.92 1.22 2.03 -0.1562
C -2.31 1.47 2.17 -0.0251
C -2.81 2.06 3.33 -0.0663
C -1.93 2.49 4.32 -0.0755
C -0.54 2.31 4.17 -0.0626
C -0.04 1.65 3.06 -0.0017
C -0.99 -0.47 0.10 -0.1841
C -2.04 -1.31 0.43 0.0019
H 2.73 -1.50 -1.57 0.0612
H 3.25 -2.77 -0.44 0.0808
H 3.07 -3.15 -2.17 0.0903
H 0.82 -2.36 -0.26 0.1077
H -0.03 -4.64 -0.51 0.0865
H 1.42 -5.11 -1.44 0.0807
H 1.56 -4.58 0.26 0.0798
H 0.63 -4.39 -3.38 0.1148
H -0.74 -3.65 -5.34 0.1104
H -1.72 -1.35 -5.35 0.1144
H -1.26 1.02 -2.51 0.0972
H -3.42 -0.14 -2.26 0.0767
H -3.65 1.39 -3.14 0.0821
H -3.64 -0.15 -4.03 0.0861
H -0.26 1.45 -4.74 0.0884
H -1.74 0.85 -5.54 0.0748
H -1.79 2.33 -4.57 0.0755
H -0.92 2.86 -0.28 0.1263
H 0.61 2.41 -2.21 0.0603
H -0.78 3.42 -2.67 0.0741
H 0.82 4.16 -2.43 0.0960
H -1.06 5.18 0.67 0.0888
H -0.24 5.79 -0.80 0.0789
H -1.83 5.01 -0.92 0.0840
H 1.41 5.53 0.60 0.1111
H 3.59 5.17 1.73 0.1111
H 4.46 2.86 2.08 0.1167
H 2.41 -0.18 1.32 0.1236
H 3.08 0.60 3.61 0.0781
H 4.07 -0.74 3.02 0.0873
H 4.73 0.91 3.00 0.0759
H 3.93 0.28 -0.62 0.0742
H 5.19 0.81 0.50 0.0865
H 4.66 -0.89 0.50 0.0782
H -2.97 1.17 1.35 0.1145
H -3.88 2.15 3.45 0.1089
H -2.32 2.96 5.22 0.1032
H 0.15 2.66 4.94 0.1065
H 1.02 1.42 2.96 0.1000
H -2.97 -0.84 0.76 0.0789
H -2.04 -2.32 -0.01 0.0866
```

Results
- Frontier orbital gap: 5.936 eV
- Lowest unoccupied orbital energy: -0.922 eV
- E_tot: -60539.6517 eV
- HOMO energy: -6.8579 eV


6.
Here is a molecular structure, C28H32Cl4Ge2MoN2O from the OMol25 dataset. Energies are from ωB97M-V with the def2-TZVPD basis set.

```
70
Properties=species:S:1:pos:R:3:lowdin_charge:R:1
Mo 0.79 0.51 0.11 1.2651
C -4.17 0.95 1.68 -0.1789
C -2.67 1.24 1.48 -0.3923
Ge -1.89 0.44 -0.15 0.7966
C -2.58 1.22 -1.83 -0.4052
C -4.05 0.92 -2.16 -0.1834
C -2.27 -1.49 -0.19 -0.2675
C -1.41 -2.51 -0.18 -0.3488
Ge 0.54 -2.14 -0.08 0.8881
C 1.46 -2.63 1.60 -0.3750
C 1.54 -4.12 1.95 -0.1765
C 1.58 -2.49 -1.73 -0.3821
C 1.68 -3.95 -2.22 -0.1801
C -1.86 -3.93 -0.26 -0.2295
C -3.21 -4.30 -0.34 -0.0390
C -3.59 -5.63 -0.41 -0.0834
C -2.63 -6.64 -0.40 -0.0932
C -1.30 -6.30 -0.32 -0.0743
C -0.93 -4.96 -0.25 -0.0824
H -4.53 1.38 2.61 0.0628
H -4.35 -0.13 1.72 0.0598
H -4.77 1.37 0.87 0.0480
H -2.11 0.84 2.32 0.0435
H -2.50 2.32 1.44 0.0507
H -1.94 0.83 -2.63 0.0419
H -2.43 2.30 -1.78 0.0383
H -4.22 -0.16 -2.22 0.0570
H -4.34 1.35 -3.13 0.0610
H -4.72 1.33 -1.41 0.0472
H -3.34 -1.73 -0.25 0.0394
H 0.94 -2.10 2.39 0.0464
H 2.46 -2.21 1.52 0.0537
H 0.55 -4.55 2.09 0.0597
H 2.09 -4.26 2.88 0.0670
H 2.06 -4.69 1.18 0.0588
H 2.58 -2.10 -1.54 0.0386
H 1.12 -1.89 -2.52 0.0496
H 2.14 -4.59 -1.46 0.0583
H 2.30 -4.01 -3.11 0.0657
H 0.70 -4.35 -2.47 0.0596
H -3.99 -3.55 -0.34 0.0979
H -4.64 -5.88 -0.47 0.1017
H -2.93 -7.68 -0.46 0.0997
H -0.53 -7.07 -0.32 0.1053
H 0.13 -4.73 -0.19 0.0525
Cl 5.43 -0.07 -0.57 0.6860
C 4.91 1.38 0.21 -0.6096
C 5.84 2.32 0.62 -0.1004
C 5.43 3.50 1.23 -0.0843
C 4.09 3.74 1.45 -0.0813
C 3.18 2.77 1.05 -0.3622
Cl 1.46 3.02 1.31 0.9478
C 3.53 1.56 0.41 -0.4217
N 2.57 0.71 0.02 -0.2009
H 6.89 2.13 0.44 0.1083
H 6.17 4.23 1.54 0.1058
H 3.74 4.65 1.92 0.1079
Cl 0.65 4.84 2.98 0.4935
C 0.57 5.29 1.07 -0.4119
C 0.48 6.65 0.93 -0.1458
C 0.37 7.23 -0.35 -0.0870
C 0.33 6.46 -1.46 -0.1088
C 0.40 5.06 -1.37 -0.6344
Cl 0.34 4.11 -2.81 0.7080
C 0.53 4.40 -0.17 -0.3715
N 0.64 2.91 -0.12 -0.3661
H 0.50 7.28 1.80 0.0972
H 0.31 8.31 -0.43 0.1097
H 0.24 6.91 -2.44 0.1088
O 0.63 0.39 1.72 -0.5092
```

Results
- Frontier orbital gap: 6.824 eV
- Lowest unoccupied orbital energy: -0.508 eV
- E_tot: -199552.2754 eV
- HOMO energy: -7.3320 eV


7.
Here is a single C3H7NO2 molecule from the OMol25 dataset. Energies are from ωB97M-V with the def2-TZVPD basis set.

```
13
Properties=species:S:1:pos:R:3:nbo_charge:R:1
C 1.69 -1.09 -0.28 -0.6351
C 0.69 0.08 -0.37 -0.2378
N -0.33 0.42 0.68 -0.6414
C -1.51 0.84 0.24 0.8748
O -1.78 1.68 -0.60 -0.6420
O -2.56 0.44 1.05 -0.7047
H 1.49 -1.85 0.43 0.2204
H 2.84 -0.81 -0.16 0.2167
H 1.78 -1.65 -1.29 0.2251
H 0.18 -0.05 -1.42 0.2140
H 1.18 1.02 -0.59 0.2080
H -0.40 0.03 1.60 0.4122
H -3.27 0.94 0.73 0.4899
```

Results
- Frontier orbital gap: 10.780 eV
- SMILES string: CCNC(=O)O
- Lowest unoccupied orbital energy: 0.790 eV
- E_tot: -8809.1743 eV
- HOMO energy: -9.9900 eV


8.
Here is a molecular structure, C3H12FMgO3 from the OMol25 dataset. Energies are from ωB97M-V with the def2-TZVPD basis set.

```
20
Properties=species:S:1:pos:R:3:nbo_charge:R:1
Mg 1.11 -1.45 -1.78 1.8949
F 0.24 -0.32 -0.59 -0.9155
C -2.86 -1.06 0.48 -0.2643
O -1.70 -1.86 0.40 -0.7433
H -2.77 -0.33 -0.32 0.1504
H -3.84 -1.48 0.29 0.1890
H -2.96 -0.57 1.45 0.1805
H -1.10 -1.12 0.36 0.4827
C -1.34 2.90 -0.16 -0.2482
O -0.63 1.96 0.65 -0.7470
H -0.76 3.14 -1.05 0.1531
H -2.33 2.53 -0.43 0.1642
H -1.39 3.82 0.42 0.1936
H -0.40 1.18 0.14 0.4741
C 3.50 -0.92 0.27 -0.2587
O 2.93 -1.68 -0.86 -0.8874
H 4.56 -0.74 0.12 0.2135
H 3.06 0.07 0.36 0.2346
H 3.31 -1.52 1.16 0.2131
H 3.37 -2.54 -0.92 0.5207
```

Results
- Frontier orbital gap: 5.269 eV
- Net charge: +1
- Lowest unoccupied orbital energy: -7.087 eV
- E_tot: -17603.3009 eV
- HOMO energy: -12.3562 eV


9.
Here is a molecular structure, C3H13NO3S from the OMol25 dataset. Energies are from ωB97M-V with the def2-TZVPD basis set.

```
21
Properties=species:S:1:pos:R:3:lowdin_spin:R:1
C -0.47 0.67 -0.37 0.0100
C -1.79 0.55 -1.19 0.0007
S -1.68 1.14 -2.92 0.0002
N -0.58 -0.46 0.61 0.0017
C 2.23 0.95 0.73 0.6075
O 2.46 0.16 -0.40 0.2918
H 0.34 0.42 -1.05 0.0018
H -0.42 1.61 0.18 0.0042
H -2.59 0.87 -0.52 0.0001
H -1.92 -0.54 -1.29 0.0003
H -2.65 2.07 -2.92 0.0000
H 0.31 -0.95 0.46 0.0008
H 2.28 1.92 0.19 0.0209
H 1.46 1.16 1.51 0.0534
H 1.90 -0.24 0.66 0.0044
H -0.19 -0.20 3.61 0.0000
H -0.56 -0.69 2.08 -0.0001
O -0.45 -0.99 3.13 0.0001
H 1.12 -1.80 2.41 0.0003
H 1.55 -3.13 2.95 0.0001
O 1.82 -2.49 2.28 0.0018
```

Results
- Frontier orbital gap (spin up / spin down): 6.306 / 6.305 eV
- Net charge: -1
- Expectation value of S²: 0.755
- Lowest unoccupied orbital energy (spin up / spin down): 3.129 / 3.129 eV
- E_tot: -21783.3810 eV
- HOMO energy (spin up / spin down): -3.1771 / -3.1763 eV
- 2S+1: 2


What is the E_tot in the second record?
-8868.5544 eV


Among the records above, which one has the highest E_tot?
C3H7NO2


The highest E_tot belongs to which entry?
C3H7NO2